# 1
Here is C15H15F6N6O4S3Ti as an isolated structure from the Open Molecules 2025 dataset. Energies are from ωB97M-V/def2-TZVPD.

Properties
<S²>: 0.755
HOMO-LUMO gap (spin up / spin down), eV: 7.830 / 8.158
Charge: +2
E_LUMO (spin up / spin down), eV: -7.516 / -7.682
2S+1: 2
Calculated total energy, hartree: -3852.84871

Each line ends with the Löwdin spin population.
CARTESIAN COORDINATES (ANGSTROEM)
Ti  -0.148  0.064  -0.321  0.9258
S  -0.721  -4.884  1.004  -0.0001
S  -2.340  -0.475  -1.448  -0.0057
S  0.205  -2.297  0.902  0.0041
F  1.938  -3.578  2.409  0.0006
F  -2.660  -3.844  -0.506  0.0001
F  2.530  -1.579  1.840  0.0003
F  -1.322  -5.186  -1.540  0.0000
F  2.629  -3.174  0.393  0.0002
F  -2.801  -5.973  -0.174  0.0000
O  0.292  -1.997  -0.554  0.0085
O  -0.063  -0.940  1.484  0.0033
O  -1.252  -5.636  2.075  0.0001
O  0.563  -5.121  0.425  0.0000
N  -4.196  -1.231  0.300  -0.0004
N  -0.819  -3.279  1.400  -0.0008
N  2.003  0.315  -0.448  -0.0017
N  -1.647  1.169  0.633  -0.0121
N  -2.732  0.390  1.024  0.0004
N  0.003  2.175  -0.982  -0.0002
C  0.980  3.997  -2.181  0.0026
C  0.247  4.903  -1.442  0.0036
C  4.765  0.431  -0.365  0.0011
C  -1.778  2.447  0.564  0.0344
C  -0.634  4.427  -0.476  0.0047
C  1.968  -2.714  1.432  0.0016
C  -0.745  3.066  -0.281  0.0024
C  4.125  -0.403  -1.270  -0.0002
C  2.629  1.127  0.421  0.0049
C  0.841  2.644  -1.907  0.0062
C  -3.159  -0.458  0.061  0.0018
C  -2.941  3.200  1.100  0.0053
C  2.745  -0.445  -1.275  0.0018
C  4.002  1.206  0.499  0.0007
C  -1.963  -4.989  -0.406  0.0000
H  -3.035  0.370  1.988  -0.0003
H  2.211  -1.114  -1.937  0.0007
H  -3.351  2.729  1.990  0.0006
H  4.681  -1.027  -1.955  -0.0001
H  0.343  5.966  -1.616  0.0001
H  -3.725  3.235  0.337  0.0025
H  4.463  1.861  1.225  0.0000
H  -4.697  -1.226  1.176  0.0000
H  2.000  1.717  1.078  0.0021
H  1.429  1.913  -2.446  0.0007
H  5.845  0.476  -0.332  0.0001
H  -1.230  5.120  0.100  0.0001
H  -4.464  -1.917  -0.390  -0.0001
H  1.661  4.318  -2.957  0.0000
H  -2.675  4.223  1.349  0.0005

Force components x, y, z for each atom (eV/Å):
Ti 0.26 -0.26 -0.29
S 0.11 -0.03 -0.15
S -0.01 -0.19 0.12
S -0.20 -0.12 -0.01
F -0.01 -0.02 0.08
F -0.02 0.06 0.05
F 0.02 0.02 0.03
F 0.05 0.01 -0.02
F 0.02 -0.03 -0.02
F 0.03 -0.06 0.03
O 0.05 -0.04 -0.05
O -0.14 0.24 -0.07
O -0.04 0.02 0.03
O -0.06 -0.07 0.03
N 0.01 -0.05 -0.01
N 0.08 0.08 0.00
N 0.06 -0.11 -0.09
N -0.19 0.25 0.27
N -0.16 0.07 -0.07
N 0.05 0.21 0.21
C -0.01 0.04 0.00
C 0.03 0.01 -0.04
C 0.00 0.00 -0.02
C -0.21 -0.16 0.11
C -0.05 -0.01 0.06
C 0.07 -0.02 -0.04
C 0.17 0.12 -0.24
C 0.01 0.01 0.01
C -0.01 0.00 -0.01
C 0.01 -0.06 0.00
C 0.04 0.02 0.02
C 0.02 0.03 0.03
C 0.02 0.03 0.05
C 0.00 0.01 0.00
C -0.07 0.03 -0.01
H 0.07 -0.04 0.03
H 0.00 0.00 -0.01
H -0.01 0.01 -0.01
H 0.00 0.00 0.00
H 0.00 0.00 0.01
H 0.01 0.00 -0.02
H 0.00 0.00 0.00
H -0.01 0.01 0.00
H 0.01 0.00 0.00
H 0.00 0.01 -0.01
H 0.00 0.00 0.00
H -0.01 -0.01 0.00
H 0.00 0.00 -0.01
H 0.00 0.00 0.00
H 0.00 0.00 0.00

# 2
Here is C15H15FN4O4 as an isolated structure from the Open Molecules 2025 dataset. Energies are from ωB97M-V/def2-TZVPD.

Properties
HOMO-LUMO gap, eV: 8.061
E_LUMO, eV: -0.582
Calculated total energy, hartree: -1199.85066

Each line ends with the Mulliken charge.
CARTESIAN COORDINATES (ANGSTROEM)
F  -0.604  1.930  1.795  -0.3770
O  3.412  -1.861  -0.838  -0.3172
O  -4.223  1.075  -0.487  -0.5838
O  -4.069  0.583  -2.625  -0.6030
O  -2.421  -0.110  1.056  -0.3616
N  -0.427  0.051  0.141  -0.2443
N  -3.495  0.777  -1.532  0.8823
N  1.554  -0.031  -1.069  0.1506
N  -0.177  0.353  -2.182  -0.3352
C  -0.492  1.046  3.897  -0.5512
C  -1.945  0.090  2.232  0.3750
C  -0.797  0.050  4.684  -0.6106
C  -0.934  0.974  2.727  0.5071
C  -1.741  -1.032  4.473  -0.6389
C  -1.518  0.524  -2.444  0.1345
C  -1.852  0.804  -3.894  -1.3015
C  2.282  -0.087  0.277  -0.5054
C  2.486  0.007  -2.179  -1.2193
C  -2.255  0.378  -1.453  0.0456
C  3.498  -1.288  -1.962  -0.3299
C  3.591  -1.041  0.213  -0.5169
C  -1.607  0.371  -0.124  0.8506
C  0.312  0.174  -1.100  0.3868
C  -2.400  -0.894  2.882  -0.8598
H  -1.007  0.687  -4.535  0.3705
H  4.402  -1.026  -2.615  0.3204
H  -0.522  -0.114  5.637  0.4359
H  -2.352  -0.144  -4.240  0.2683
H  1.571  -0.637  0.898  0.3753
H  3.385  0.926  -1.802  0.2120
H  3.851  -1.582  1.107  0.3499
H  -2.124  -1.766  4.905  0.6521
H  -2.421  1.832  -3.978  0.3157
H  2.036  0.149  -2.973  0.6795
H  0.246  1.737  4.281  0.4292
H  -2.934  -1.620  2.869  0.8029
H  2.488  0.979  0.739  0.2186
H  2.886  -2.115  -2.673  0.2971
H  4.319  -0.150  -0.109  0.2956

Force components x, y, z for each atom (eV/Å):
F 0.12 0.27 0.64
O 0.87 -3.64 3.97
O 3.03 -0.12 -3.05
O 0.54 0.89 1.09
O -0.69 3.91 -8.63
N 2.57 1.18 -3.05
N -10.42 -0.24 1.62
N 7.77 -0.86 3.28
N -4.31 1.84 -8.82
C 3.88 2.64 3.19
C 2.67 1.30 0.17
C -5.41 -8.29 3.00
C -3.31 1.62 -8.12
C 2.93 10.55 -10.70
C 7.89 0.07 -6.82
C -1.43 -0.23 0.39
C -0.77 -0.56 0.89
C 8.13 0.15 11.38
C -0.57 0.79 8.55
C -4.48 0.66 -10.79
C -0.02 6.14 -0.58
C -3.37 -4.21 3.15
C -1.49 -1.06 6.67
C 7.52 3.31 13.15
H 1.23 0.99 0.13
H -0.20 -0.55 1.95
H 2.06 0.67 3.35
H -0.81 1.43 0.30
H 0.10 0.58 0.30
H -3.01 -1.81 -1.70
H -0.07 0.17 0.30
H -2.50 -6.08 4.71
H 0.86 -2.47 -0.27
H -3.71 1.27 -8.10
H -0.12 0.43 -0.55
H -6.86 -8.22 -2.08
H -0.34 -2.05 -1.14
H 1.86 1.90 1.09
H -0.14 -2.36 1.11

# 3
Here is C15H15IIrNO6 as an isolated structure from the Open Molecules 2025 dataset. Energies are from ωB97M-V/def2-TZVPD.

Properties
HOMO-LUMO gap, eV: 7.152
E_LUMO, eV: -1.099
Calculated total energy, hartree: -1488.79213

Each line ends with the Mulliken charge.
CARTESIAN COORDINATES (ANGSTROEM)
Ir  0.134  0.650  -0.005  1.1828
I  -1.332  1.874  2.023  0.0808
O  1.072  -0.448  -1.523  -0.7557
O  -2.642  -2.263  -1.362  -0.7152
O  0.588  -2.117  -2.944  -0.6498
O  1.422  3.250  0.366  -0.5568
O  0.707  -1.203  1.210  -0.7088
O  -1.698  -0.470  -0.396  -0.5503
N  -1.111  2.328  -0.812  -0.1932
C  -0.775  -2.622  0.063  -0.1239
C  -1.812  -1.722  -0.658  0.0806
C  -2.368  4.118  0.148  -0.5410
C  1.660  -3.271  1.582  -0.9884
C  0.621  -2.640  -0.618  -0.0283
C  -1.631  2.960  0.221  0.6631
C  0.733  -1.670  -1.832  -0.0303
C  0.260  -3.221  2.251  -0.9552
C  2.974  1.421  0.362  -1.1743
C  -1.293  2.836  -2.029  -0.2960
C  -1.996  4.012  -2.218  -0.7469
C  -0.421  -2.096  1.460  0.0693
C  1.595  2.061  0.294  0.8786
C  1.532  -2.175  0.518  0.0243
C  -2.529  4.666  -1.118  -0.1624
H  -0.294  -4.152  2.155  0.3900
H  -2.789  4.571  1.032  0.4127
H  -2.128  4.405  -3.215  0.4088
H  0.332  -2.963  3.307  0.3468
H  0.885  -3.619  -1.009  0.5138
H  -3.078  5.590  -1.242  0.3973
H  1.902  -4.236  1.143  0.4065
H  2.439  -3.003  2.294  0.3316
H  -1.216  -1.566  1.975  0.4950
H  2.465  -1.721  0.201  0.5884
H  3.750  2.188  0.417  0.3908
H  -0.870  2.275  -2.852  0.5289
H  -1.247  -3.601  0.089  0.5261
H  3.031  0.780  1.245  0.2115
H  3.124  0.798  -0.521  0.2488

Force components x, y, z for each atom (eV/Å):
Ir -2.02 0.09 0.52
I 0.44 0.13 -1.00
O -0.16 2.03 -0.06
O -0.17 0.26 0.02
O 0.22 0.48 -0.13
O -0.34 0.27 0.11
O 0.15 1.35 -0.45
O 0.00 0.49 -0.15
N 1.44 -1.06 0.42
C -0.53 0.43 -0.15
C 0.41 -0.78 0.22
C 0.05 0.07 -0.12
C -0.06 0.28 0.10
C 0.19 0.61 -0.58
C -0.42 -0.28 0.66
C -0.44 -1.23 0.89
C 0.09 0.25 0.03
C 0.20 0.59 0.05
C 0.12 -0.16 -0.28
C -0.09 0.04 0.11
C -0.18 -0.66 -0.04
C 0.54 -2.15 -0.41
C 0.29 -0.73 -0.10
C 0.03 -0.06 -0.04
H -0.03 0.00 0.02
H 0.02 0.01 0.00
H 0.03 -0.03 -0.02
H 0.02 -0.05 0.00
H -0.01 -0.08 0.17
H -0.02 -0.01 0.01
H -0.01 0.00 -0.03
H 0.01 -0.08 0.00
H 0.06 0.12 -0.06
H -0.06 0.13 0.05
H 0.02 -0.06 0.03
H 0.07 -0.01 0.04
H 0.24 -0.13 0.15
H -0.04 -0.03 0.00
H -0.06 -0.03 0.00

# 4
Here is C15H15MgN2O6 as an isolated structure from the Open Molecules 2025 dataset. Energies are from ωB97M-V/def2-TZVPD.

Properties
HOMO-LUMO gap (spin up / spin down), eV: 6.056 / 6.056
Charge: +1
E_LUMO (spin up / spin down), eV: -4.391 / -4.391
Calculated total energy, hartree: -1341.33769

Each line ends with the Mulliken charge.
CARTESIAN COORDINATES (ANGSTROEM)
Mg  0.925  3.138  -1.601  0.7235
O  -2.148  3.784  -4.142  -0.1148
O  1.793  -1.418  1.114  -0.6398
O  2.975  2.526  -4.302  -0.1676
O  2.046  6.239  -2.123  -0.5033
O  -0.451  5.928  -0.202  -0.4165
O  3.734  4.150  0.283  -0.1511
N  -0.054  -2.743  1.298  0.2271
N  -0.246  1.799  -0.467  -0.3106
C  -1.504  2.017  -0.031  -0.1866
C  0.297  5.307  -0.882  0.2941
C  -2.163  1.086  0.782  -0.9289
C  0.376  0.639  -0.134  0.2565
C  0.572  -1.549  0.999  0.1236
C  -1.368  3.480  -3.366  0.2229
C  -1.356  -3.185  0.748  -0.7115
C  -1.533  -0.104  1.145  0.2081
C  1.750  -4.413  0.705  -1.0290
C  -2.310  -3.626  1.849  -1.1431
C  0.810  -3.859  1.762  -0.5706
C  2.267  2.734  -3.435  0.3007
C  2.848  3.686  -0.280  0.1366
C  1.117  5.429  -2.129  0.2395
C  -0.258  -0.352  0.623  -0.2012
H  -1.785  -2.361  0.169  0.5634
H  -1.978  2.964  -0.316  0.4063
H  1.195  -4.726  -0.190  0.2740
H  1.406  -3.477  2.603  0.3522
H  -3.308  -3.742  1.415  0.3585
H  2.273  -5.280  1.124  0.3671
H  -3.167  1.318  1.116  0.4333
H  -2.000  -4.586  2.275  0.3987
H  -2.004  -0.828  1.813  0.4407
H  0.760  4.702  -3.001  0.0821
H  1.401  0.510  -0.491  0.4630
H  -2.363  -2.884  2.655  0.3116
H  2.494  -3.652  0.437  0.2991
H  0.106  -4.623  2.115  0.2913
H  -1.151  -4.030  0.066  0.3010

Force components x, y, z for each atom (eV/Å):
Mg -0.51 -0.05 1.25
O 1.90 -0.77 1.96
O -1.02 0.30 -0.15
O -1.87 0.73 2.13
O 0.32 -2.03 -0.70
O 0.22 -0.06 -0.09
O -2.97 -1.32 -1.67
N 0.35 0.52 -0.64
N 0.39 -0.57 -0.12
C 0.04 -0.52 0.32
C 0.31 -1.36 -1.84
C 0.12 0.43 -0.26
C -0.95 0.14 0.06
C 0.64 -1.43 0.54
C -1.81 0.69 -1.87
C 0.54 0.22 0.13
C 0.32 0.37 -0.54
C 0.05 0.04 -0.14
C -0.17 0.01 -0.14
C -0.12 0.56 0.29
C 2.09 -1.11 -2.16
C 3.09 1.01 1.54
C -2.07 3.48 0.66
C 0.26 0.30 0.18
H 0.08 -0.31 -0.03
H 0.25 -0.41 0.14
H 0.21 0.01 0.15
H -0.30 -0.23 -0.14
H 0.07 -0.12 0.17
H -0.11 0.13 -0.19
H 0.11 -0.03 0.06
H -0.17 0.22 0.01
H 0.09 0.32 -0.25
H 0.90 0.95 1.08
H -0.29 -0.19 0.24
H 0.01 -0.16 -0.13
H -0.23 -0.30 -0.02
H 0.41 0.14 0.06
H -0.19 0.40 0.11

# 5
Here is an isolated molecule of C15H15N3OS2 from the Open Molecules 2025 dataset. Energies are from ωB97M-V/def2-TZVPD.

Properties
SMILES string: CSc1nnc(-c2sccc2OCc2ccccc2)n1C
HOMO-LUMO gap, eV: 8.736
E_LUMO, eV: 0.628
Calculated total energy, hartree: -1616.42848

Each line ends with the Mulliken charge.
CARTESIAN COORDINATES (ANGSTROEM)
S  -3.762  1.825  -0.211  -0.1674
S  -2.168  -4.527  0.041  -0.1167
O  0.001  0.837  0.077  -0.1986
N  -1.901  -1.798  -0.358  0.1286
N  -3.573  -2.446  0.910  -0.5184
N  -3.584  -1.078  0.912  -0.4732
C  -1.191  1.487  -0.054  0.0110
C  4.219  0.524  -0.902  -0.4839
C  2.858  2.841  -0.088  -0.4034
C  4.777  1.767  -1.154  -0.4678
C  -2.361  0.779  -0.007  0.4611
C  -2.581  -0.686  0.170  0.4071
C  2.980  0.426  -0.278  -0.3444
C  4.104  2.921  -0.719  -0.5285
C  -0.707  -1.838  -1.232  -0.8990
C  -2.572  -5.223  1.702  -0.8179
C  -2.745  3.238  -0.300  -0.5023
C  2.305  1.579  0.167  0.8310
C  -2.577  -2.851  0.196  0.3858
C  1.004  1.399  0.919  -0.9909
C  -1.417  2.901  -0.232  -0.5606
H  -3.509  -4.822  2.110  0.3074
H  -2.560  -6.309  1.647  0.3375
H  4.690  -0.390  -1.225  0.3868
H  0.678  2.374  1.359  0.5101
H  -0.647  3.638  -0.325  0.4354
H  -0.621  -0.916  -1.850  0.3213
H  4.546  3.914  -0.907  0.3238
H  -0.714  -2.723  -1.898  0.3597
H  1.169  0.755  1.783  0.2809
H  0.213  -1.867  -0.669  0.3583
H  -3.139  4.270  -0.494  0.3778
H  5.724  1.772  -1.652  0.3932
H  -1.790  -4.895  2.409  0.2407
H  2.574  -0.575  -0.120  0.3062
H  2.280  3.698  0.274  0.3094

Force components x, y, z for each atom (eV/Å):
S 1.13 0.24 0.15
S 0.25 -1.05 -0.13
O 0.00 0.01 -0.14
N 0.32 1.10 0.02
N -0.74 0.14 0.62
N 0.48 -0.38 -0.28
C -0.66 0.32 0.26
C -0.89 0.06 -0.01
C -0.08 -0.87 0.33
C -0.70 0.18 0.67
C -0.35 -0.59 -0.68
C 0.09 0.50 -0.13
C 0.14 0.36 0.24
C 0.26 0.50 -0.44
C -0.23 0.35 -0.58
C 0.47 1.27 0.60
C 0.12 -0.07 -0.39
C 0.19 -0.60 -0.33
C 0.02 0.15 0.15
C 0.20 1.37 0.34
C -0.53 -0.28 0.10
H 0.09 -0.30 -0.56
H -0.12 0.09 -0.28
H 0.27 -0.03 -0.08
H 0.07 -0.59 -0.51
H 0.41 0.19 0.03
H -0.50 -0.65 0.45
H -0.23 -0.62 0.10
H -0.34 0.50 0.44
H -0.14 -0.35 -0.10
H 0.13 -0.12 0.49
H 0.30 -1.38 0.35
H 0.37 0.49 -0.17
H -0.21 -0.26 -0.37
H -0.11 0.34 0.12
H 0.54 -0.03 -0.29

# 6
Here is C15H15O6ReS5 as an isolated structure from the Open Molecules 2025 dataset. Energies are from ωB97M-V/def2-TZVPD.

Properties
<S²>: 0.796
HOMO-LUMO gap (spin up / spin down), eV: 4.873 / 5.293
Charge: +1
E_LUMO (spin up / spin down), eV: -6.245 / -5.825
2S+1: 2
Calculated total energy, hartree: -3100.86771

Each line ends with the Löwdin spin population.
CARTESIAN COORDINATES (ANGSTROEM)
Re  1.688  -0.419  -0.274  0.8901
S  3.408  1.348  -0.516  0.0069
S  0.328  1.301  -2.417  -0.0034
S  1.853  -3.675  0.360  0.0085
S  -1.099  -0.006  2.688  -0.0005
S  -2.887  -0.739  -1.387  -0.0002
O  3.512  -0.202  -0.309  -0.0041
O  4.384  2.063  0.212  -0.0037
O  3.262  1.530  -1.928  0.0045
O  1.995  1.482  0.078  0.0846
O  1.608  -2.476  -0.577  0.0483
O  -0.136  -0.427  -0.175  -0.0256
C  -0.245  3.777  -2.089  -0.0022
C  0.403  2.920  -2.938  -0.0002
C  -0.809  3.120  -0.976  -0.0003
C  0.378  -4.679  0.020  -0.0003
C  -4.683  0.347  0.092  -0.0001
C  -3.462  0.895  0.518  -0.0001
C  0.115  2.135  1.939  -0.0006
C  -0.656  1.120  1.446  -0.0001
C  -0.241  0.906  3.859  -0.0011
C  3.056  -4.633  -0.603  0.0004
C  -4.527  -0.548  -0.924  -0.0003
C  0.348  2.010  3.322  -0.0006
C  -0.948  0.732  0.024  0.0009
C  -0.559  1.781  -0.983  -0.0011
C  -2.397  0.399  -0.179  -0.0003
H  0.348  -4.991  -1.016  0.0000
H  0.504  2.929  1.333  0.0000
H  -1.376  3.620  -0.214  0.0000
H  -5.630  0.601  0.531  0.0000
H  -3.371  1.621  1.304  0.0000
H  -0.481  -4.049  0.228  0.0000
H  -0.210  0.563  4.875  0.0000
H  3.975  -4.056  -0.650  0.0000
H  0.948  2.704  3.878  0.0000
H  -0.315  4.839  -2.248  -0.0001
H  -5.294  -1.099  -1.430  0.0000
H  3.252  -5.573  -0.099  -0.0001
H  0.359  -5.536  0.682  0.0002
H  2.683  -4.798  -1.609  0.0000
H  0.919  3.162  -3.847  0.0001

Force components x, y, z for each atom (eV/Å):
Re -3.58 -3.89 0.43
S 2.01 4.26 -2.40
S -1.00 0.40 0.39
S -0.17 -1.57 -0.39
S 0.18 0.45 0.08
S -0.18 0.35 0.42
O 1.22 -1.54 0.32
O -0.22 -0.52 0.30
O 0.85 0.08 0.35
O 0.14 -0.68 0.83
O 0.56 1.95 -0.19
O 1.37 -0.16 -0.67
C 0.38 -0.30 -0.65
C -0.11 0.54 0.21
C -0.01 -0.72 0.13
C 0.18 0.39 0.20
C -0.21 -0.36 -0.50
C 0.68 -0.08 -0.16
C -0.56 -0.27 -0.29
C -0.12 0.12 0.36
C 0.04 -0.12 -0.25
C -0.06 0.40 0.22
C -0.01 0.15 0.12
C -0.04 -0.17 0.37
C -1.42 1.37 0.44
C 0.38 0.00 -0.68
C -0.16 -0.64 0.15
H 0.21 0.05 -0.18
H 0.08 0.14 -0.09
H -0.08 0.08 0.25
H -0.25 0.02 0.01
H 0.07 0.11 0.19
H -0.06 0.15 0.14
H -0.02 0.01 0.22
H 0.04 0.10 0.12
H 0.06 0.15 0.21
H 0.02 0.11 -0.10
H -0.16 -0.16 -0.13
H -0.08 -0.14 0.18
H 0.16 -0.14 0.18
H -0.21 0.04 0.00
H 0.08 0.03 -0.15

Which formula does entry 2 have? C15H15FN4O4